Entry 1:
{"formula": "C24H50Cl2N7O8", "method": "ωB97M-V/def2-TZVPD", "orbital_gap_ha": 0.106, "homo_energy_ha": -0.0530, "e_tot_ev": -77552.207, "charge": -1, "lumo_ha": 0.053, "symbols": ["C", "C", "N", "C", "C", "N", "C", "C", "H", "H", "H", "H", "H", "H", "H", "H", "H", "H", "H", "C", "O", "O", "O", "Cl", "C", "C", "Cl", "H", "H", "H", "H", "C", "O", "N", "C", "C", "H", "H", "H", "H", "H", "H", "H", "C", "O", "N", "C", "C", "H", "H", "H", "H", "H", "H", "H", "C", "O", "N", "C", "C", "H", "H", "H", "H", "H", "H", "H", "C", "O", "N", "C", "C", "H", "H", "H", "H", "H", "H", "H", "C", "O", "N", "C", "C", "H", "H", "H", "H", "H", "H", "H"], "positions_angstrom": [[2.765, -0.496, -3.201], [1.305, -0.450, -2.738], [1.209, 0.090, -1.425], [0.910, -0.689, -0.304], [0.970, 0.156, 0.754], [1.282, 1.413, 0.349], [1.235, 1.422, -1.026], [1.511, 2.610, 1.190], [2.887, -0.994, -4.165], [3.391, -1.162, -2.607], [3.172, 0.501, -3.363], [0.720, -1.371, -2.769], [0.718, 0.150, -3.437], [0.630, -1.717, -0.456], [0.907, -0.151, 1.786], [1.499, 2.286, -1.645], [1.342, 3.596, 0.751], [2.558, 2.582, 1.485], [0.771, 2.627, 1.991], [0.767, 4.293, -2.409], [-0.192, 5.061, -2.768], [1.520, 4.408, -1.424], [0.815, 3.202, -3.157], [5.004, 2.059, -1.105], [4.451, 3.198, -2.308], [4.549, 4.668, -1.909], [6.178, 5.335, -1.863], [3.410, 2.964, -2.544], [5.037, 3.084, -3.221], [4.103, 4.788, -0.922], [3.866, 5.226, -2.548], [-2.392, 1.430, 3.900], [-1.332, 1.658, 3.375], [-2.550, 1.366, 5.270], [-3.560, 0.625, 5.980], [-1.525, 2.048, 6.086], [-3.306, 1.248, 3.312], [-4.242, 1.238, 6.571], [-3.103, -0.169, 6.576], [-4.207, 0.025, 5.337], [-2.033, 2.740, 6.760], [-1.237, 1.291, 6.822], [-0.670, 2.385, 5.510], [-3.124, -2.128, -0.318], [-1.934, -2.290, -0.509], [-3.741, -2.674, 0.781], [-5.094, -2.224, 1.132], [-2.896, -3.312, 1.814], [-3.782, -1.566, -0.996], [-5.866, -2.967, 1.347], [-5.574, -1.555, 0.420], [-5.142, -1.733, 2.109], [-1.906, -3.419, 1.377], [-2.849, -2.608, 2.646], [-3.329, -4.276, 2.072], [0.522, 6.693, 2.736], [-0.670, 6.844, 2.852], [1.224, 5.868, 3.559], [2.732, 5.794, 3.533], [0.548, 4.919, 4.455], [1.212, 7.242, 2.075], [3.027, 6.785, 3.188], [3.139, 4.976, 2.939], [3.161, 5.711, 4.532], [0.906, 3.918, 4.207], [0.805, 5.065, 5.505], [-0.528, 4.995, 4.309], [0.418, -4.517, -0.873], [1.640, -4.463, -0.854], [-0.257, -5.717, -0.855], [-1.714, -5.702, -0.898], [0.323, -7.068, -0.793], [-0.223, -3.629, -0.799], [-2.134, -6.411, -0.179], [-2.167, -6.030, -1.835], [-2.031, -4.733, -0.515], [0.823, -7.116, 0.177], [-0.444, -7.839, -0.773], [1.075, -7.186, -1.572], [1.039, -3.117, -5.654], [1.918, -3.647, -4.955], [-0.264, -3.414, -5.503], [-1.242, -2.826, -6.331], [-0.733, -4.569, -4.694], [1.133, -2.225, -6.292], [-1.045, -1.772, -6.532], [-2.143, -2.778, -5.715], [-1.405, -3.389, -7.252], [-1.530, -4.176, -4.064], [-1.158, -5.361, -5.313], [0.151, -4.946, -4.182]], "lowdin_charge": [-0.049, -0.186, -0.035, -0.016, -0.069, -0.050, 0.079, 0.006, 0.057, 0.080, 0.067, 0.113, 0.130, 0.090, 0.120, 0.089, 0.081, 0.085, 0.066, -1.011, -0.185, -0.146, -0.247, 0.540, -0.690, -0.693, 0.514, 0.038, 0.064, 0.052, 0.083, -0.322, 0.022, -0.196, -0.085, -0.030, 0.135, 0.085, 0.085, 0.078, 0.088, 0.079, 0.071, -0.297, -0.023, -0.171, -0.072, -0.024, 0.143, 0.077, 0.085, 0.074, 0.073, 0.089, 0.089, -0.340, 0.018, -0.177, -0.034, -0.062, 0.139, 0.077, 0.075, 0.075, 0.069, 0.079, 0.081, -0.320, 0.010, -0.180, -0.075, -0.037, 0.093, 0.079, 0.084, 0.050, 0.088, 0.078, 0.088, -0.316, -0.016, -0.211, -0.091, -0.020, 0.139, 0.096, 0.088, 0.092, 0.081, 0.085, 0.079]}

=====

Entry 2:
{"formula": "C24H50Cl36NO", "method": "ωB97M-V/def2-TZVPD", "orbital_gap_ha": 0.343, "homo_energy_ha": -0.4291, "e_tot_ev": -480037.834, "charge": 1, "lumo_ha": -0.086, "symbols": ["O", "C", "C", "N", "C", "C", "C", "C", "H", "H", "H", "H", "H", "H", "H", "H", "H", "H", "H", "H", "H", "H", "C", "Cl", "Cl", "H", "H", "C", "Cl", "Cl", "H", "H", "C", "Cl", "Cl", "H", "H", "C", "Cl", "Cl", "H", "H", "C", "Cl", "Cl", "H", "H", "C", "Cl", "Cl", "H", "H", "C", "Cl", "Cl", "H", "H", "C", "Cl", "Cl", "H", "H", "C", "Cl", "Cl", "H", "H", "C", "Cl", "Cl", "H", "H", "C", "Cl", "Cl", "H", "H", "C", "Cl", "Cl", "H", "H", "C", "Cl", "Cl", "H", "H", "C", "Cl", "Cl", "H", "H", "C", "Cl", "Cl", "H", "H", "C", "Cl", "Cl", "H", "H", "C", "Cl", "Cl", "H", "H", "C", "Cl", "Cl", "H", "H"], "positions_angstrom": [[8.232, -3.527, 1.916], [8.552, -2.429, 1.062], [7.615, -1.219, 1.239], [6.157, -1.479, 0.981], [5.396, -2.420, 1.895], [4.443, -3.261, 1.000], [4.833, -2.960, -0.487], [5.838, -1.773, -0.480], [7.942, -4.288, 1.394], [9.566, -2.062, 1.340], [8.615, -2.740, -0.003], [7.926, -0.457, 0.491], [7.728, -0.760, 2.241], [5.719, -0.572, 1.168], [4.768, -1.775, 2.540], [6.049, -2.994, 2.566], [3.392, -2.926, 1.166], [4.555, -4.342, 1.199], [3.972, -2.736, -1.139], [5.382, -3.845, -0.875], [5.363, -0.849, -0.840], [6.729, -1.917, -1.117], [4.661, -1.464, -4.353], [6.221, -2.147, -3.867], [3.867, -0.623, -3.004], [4.830, -0.742, -5.145], [4.015, -2.271, -4.685], [2.486, -1.086, 3.126], [3.708, -0.254, 2.136], [2.607, -0.628, 4.821], [1.501, -0.821, 2.756], [2.664, -2.154, 3.042], [1.345, 3.317, 2.798], [0.988, 4.624, 3.930], [0.026, 2.141, 2.746], [1.458, 3.742, 1.806], [2.257, 2.820, 3.113], [-3.379, 0.652, 0.731], [-2.236, -0.009, 1.913], [-5.005, 0.844, 1.391], [-3.017, 1.628, 0.425], [-3.425, -0.031, -0.110], [-4.847, 4.374, 2.774], [-3.338, 3.486, 3.036], [-5.391, 5.215, 4.229], [-4.688, 5.107, 1.990], [-5.608, 3.657, 2.485], [-2.716, 0.354, 5.306], [-0.951, 0.369, 5.362], [-3.374, -1.284, 5.405], [-3.096, 0.930, 6.143], [-3.029, 0.789, 4.362], [-1.236, 6.781, 1.986], [-2.383, 7.265, 3.235], [-2.048, 6.093, 0.567], [-0.680, 7.658, 1.671], [-0.575, 6.028, 2.400], [-6.172, -2.580, 1.657], [-5.076, -2.356, 3.020], [-6.024, -4.189, 0.925], [-7.191, -2.460, 2.007], [-5.935, -1.841, 0.899], [-7.542, 5.694, -0.416], [-6.691, 6.921, 0.526], [-6.706, 4.133, -0.380], [-8.532, 5.557, 0.003], [-7.598, 6.024, -1.448], [-4.425, 0.879, -3.500], [-2.935, -0.049, -3.240], [-4.909, 1.767, -2.055], [-4.251, 1.589, -4.301], [-5.222, 0.189, -3.758], [2.748, 1.590, 7.848], [2.281, 2.474, 6.390], [3.542, 2.627, 9.036], [1.850, 1.176, 8.295], [3.439, 0.802, 7.567], [-9.064, 1.190, -3.602], [-8.268, 2.412, -2.605], [-8.171, -0.344, -3.602], [-10.056, 1.006, -3.205], [-9.117, 1.535, -4.628], [0.933, 0.940, -1.620], [1.409, 2.505, -0.933], [-0.010, -0.036, -0.496], [0.341, 1.127, -2.510], [1.843, 0.406, -1.842], [10.050, 0.739, -1.954], [9.394, 1.848, -0.745], [8.945, -0.617, -2.254], [10.188, 1.275, -2.886], [10.989, 0.341, -1.587], [-11.026, -0.148, -6.971], [-12.145, 0.697, -5.895], [-9.401, 0.551, -6.914], [-10.961, -1.184, -6.657], [-11.395, -0.070, -7.988], [2.542, -4.987, -3.337], [1.605, -3.520, -3.658], [3.711, -5.313, -4.620], [3.088, -4.847, -2.410], [1.857, -5.824, -3.261], [-7.698, -7.740, 1.852], [-9.383, -7.598, 1.335], [-7.556, -8.168, 3.561], [-7.225, -8.519, 1.264], [-7.214, -6.783, 1.699], [5.236, 1.894, -6.939], [6.864, 1.708, -6.277], [4.559, 0.341, -7.457], [4.597, 2.306, -6.166], [5.279, 2.552, -7.800]], "lowdin_charge": [-0.060, -0.221, -0.095, -0.098, -0.168, -0.129, -0.147, -0.138, 0.101, 0.138, 0.110, 0.087, 0.152, 0.086, -0.013, 0.129, 0.096, 0.121, 0.079, 0.117, 0.081, 0.051, -0.953, 0.541, 0.579, -0.050, -0.017, -0.918, 0.666, 0.564, 0.026, 0.029, -1.000, 0.549, 0.462, -0.002, 0.010, -1.025, 0.482, 0.533, 0.013, -0.005, -1.050, 0.502, 0.512, -0.029, -0.013, -1.026, 0.469, 0.493, 0.034, -0.051, -1.021, 0.521, 0.497, 0.027, -0.052, -1.022, 0.475, 0.512, 0.031, -0.011, -0.992, 0.534, 0.479, 0.031, 0.029, -0.989, 0.505, 0.510, 0.031, -0.005, -1.036, 0.477, 0.523, 0.029, 0.010, -1.030, 0.485, 0.501, 0.023, -0.054, -1.012, 0.524, 0.509, 0.027, -0.067, -0.979, 0.526, 0.525, 0.032, 0.031, -0.991, 0.519, 0.535, 0.029, 0.027, -1.005, 0.522, 0.529, 0.005, 0.030, -1.036, 0.498, 0.501, 0.024, -0.025, -1.001, 0.508, 0.538, 0.026, 0.029]}